ORCA calculation (ωB97M-V/def2-TZVPD) on a single C21H18F2N6O molecule.

- Relative energy (zero: lowest compared OMol25 entry of this formula, charge and spin): 0.000 eV
- SMILES: CC(C)Oc1ccc(-c2ncn(CC(F)F)c2-c2ccc3ncc(C#N)n3n2)cc1
- LUMO level: -0.553 eV

Geometry (Å):
C (-4.027, -4.558, 1.437)
C (-2.891, -4.363, 2.448)
C (-2.493, -5.654, 3.232)
O (-1.713, -3.921, 1.742)
C (-1.628, -2.649, 1.186)
C (-2.542, -1.609, 1.427)
C (-2.361, -0.381, 0.798)
C (-1.290, -0.131, -0.068)
C (-1.128, 1.188, -0.711)
N (-2.211, 1.863, -1.202)
C (-1.746, 2.977, -1.714)
N (-0.407, 3.105, -1.518)
C (0.358, 4.260, -2.009)
C (0.802, 4.063, -3.520)
F (-0.302, 3.704, -4.278)
F (1.361, 5.226, -4.017)
C (-0.010, 1.925, -0.877)
C (1.327, 1.656, -0.366)
C (1.546, 0.974, 0.935)
C (2.818, 0.667, 1.373)
C (3.918, 1.157, 0.544)
N (5.210, 1.132, 0.733)
C (5.782, 1.856, -0.317)
C (4.802, 2.259, -1.217)
C (5.010, 2.945, -2.460)
N (5.181, 3.506, -3.461)
N (3.611, 1.812, -0.643)
N (2.330, 2.056, -1.104)
C (-0.395, -1.174, -0.304)
C (-0.575, -2.408, 0.278)
H (-3.832, -5.476, 0.860)
H (-4.968, -4.668, 1.966)
H (-4.118, -3.732, 0.731)
H (-3.218, -3.655, 3.184)
H (-3.374, -6.143, 3.683)
H (-1.748, -5.387, 3.995)
H (-2.083, -6.379, 2.562)
H (-3.397, -1.801, 2.007)
H (-3.047, 0.450, 0.946)
H (-2.416, 3.715, -2.165)
H (1.266, 4.383, -1.388)
H (-0.156, 5.213, -1.836)
H (1.498, 3.235, -3.535)
H (0.710, 0.710, 1.589)
H (2.992, 0.223, 2.338)
H (6.880, 2.023, -0.436)
H (0.486, -1.042, -0.932)
H (0.188, -3.150, 0.087)

ORCA calculation (ωB97M-V/def2-TZVPD) on a molecular structure, C13H18CrN2O2S2.

- Multiplicity: 4
- LUMO level (alpha / beta): -4.307 / -3.185 eV
- Charge: +1

Geometry (Å):
Cr (0.149, 0.230, -0.457)
C (1.473, 2.606, -1.466)
C (2.663, 1.848, -0.893)
N (2.268, 0.457, -0.504)
C (2.843, 0.007, 0.796)
C (2.158, 0.693, 1.974)
S (0.342, 0.538, 1.867)
C (-0.251, 2.258, 1.841)
C (0.350, 3.088, 0.714)
N (0.288, 2.386, -0.595)
H (1.227, 2.223, -2.458)
H (1.718, 3.663, -1.578)
H (3.049, 2.352, -0.010)
H (3.474, 1.829, -1.617)
H (2.592, -0.189, -1.218)
H (3.916, 0.201, 0.832)
H (2.690, -1.068, 0.862)
H (2.403, 1.752, 2.049)
H (2.462, 0.217, 2.903)
H (-0.069, 2.711, 2.814)
H (-1.329, 2.141, 1.716)
H (1.390, 3.320, 0.932)
H (-0.172, 4.041, 0.658)
H (-0.556, 2.668, -1.086)
O (-3.775, -0.001, -0.220)
C (-2.730, -0.507, -0.518)
O (-1.645, 0.266, -0.745)
C (-2.541, -2.000, -0.557)
C (-3.719, -2.744, -0.472)
C (-3.709, -4.123, -0.514)
C (-2.500, -4.793, -0.630)
C (-1.319, -4.078, -0.698)
C (-1.319, -2.681, -0.667)
S (0.310, -1.970, -0.775)
H (-4.647, -2.195, -0.381)
H (-4.640, -4.674, -0.456)
H (-2.473, -5.875, -0.664)
H (-0.372, -4.598, -0.781)

ORCA calculation (ωB97M-V/def2-TZVPD) on a single C4H2N2O molecule.

- Relative energy (zero: lowest compared OMol25 entry of this formula, charge and spin): 1.913 eV
- SMILES: N#CC#CC(N)=O
- LUMO level: -0.402 eV

Geometry (Å):
N (2.679, 1.472, 0.588)
C (2.550, 0.321, 0.596)
C (1.772, -0.827, 0.724)
C (0.560, -0.851, 0.805)
C (-0.888, -0.747, 0.701)
N (-1.351, 0.509, 0.453)
O (-1.575, -1.742, 0.783)
H (-0.791, 1.350, 0.426)
H (-2.342, 0.586, 0.275)

Sequential strongest force on any atom output: 2.5, 1.0, 1.3 eV Å⁻¹